[1]
Computed, not measured: a structure of composition C23H24N4O5S2 in a non-equilibrium geometry, with ωB97M-V/def2-TZVPD.

Structure (XYZ):
```
58
Properties=species:S:1:pos:R:3
C -5.330 -1.404 -1.289
H -5.638 -2.366 -1.730
O -5.063 -1.314 -0.003
C -4.237 -2.374 0.504
C -3.115 -1.794 1.083
N -2.460 -0.883 0.350
C -2.980 0.280 0.058
N -2.353 1.182 -1.121
C -1.194 0.786 -1.565
C -0.467 -0.466 -1.092
C 0.699 -0.344 -1.687
C 0.938 0.601 -2.624
S -0.183 1.522 -2.695
C 2.399 0.487 -3.133
H 3.061 1.113 -2.873
H 2.266 0.538 -4.121
C 2.833 -1.211 -2.769
H 2.621 -1.740 -3.614
H 3.949 -0.992 -2.594
C 1.844 -1.484 -1.561
H 2.334 -1.498 -0.804
H 1.401 -2.456 -1.673
C -1.175 -1.190 -0.112
O -0.832 -2.334 0.396
S -4.309 1.235 0.460
C -3.657 2.834 0.931
C -2.261 2.722 0.954
N -1.508 3.953 0.323
N -0.342 3.382 0.617
C -0.224 2.275 1.263
C 0.866 1.544 1.379
C 0.651 0.203 1.968
C 1.762 -0.630 2.198
C 2.936 -0.507 1.579
C 3.112 0.799 0.950
C 2.137 1.956 0.902
H 2.207 2.705 0.183
O 4.380 1.089 0.689
C 4.634 2.360 -0.154
H 4.410 3.264 0.639
H 4.092 2.422 -0.879
H 5.552 2.342 -0.251
O 3.934 -1.249 1.627
C 3.850 -2.624 2.203
H 3.597 -2.357 3.179
H 5.012 -3.042 2.003
H 3.187 -3.171 1.738
H 1.703 -1.757 2.718
H -0.244 0.077 2.434
O -1.648 2.021 1.602
H -4.097 3.488 0.092
H -4.156 3.148 1.843
H -3.359 -0.920 1.927
H -2.370 -2.430 1.742
H -4.689 -3.045 1.378
H -3.850 -2.878 -0.059
H -4.461 -1.270 -1.967
H -6.163 -0.596 -1.541
```

Summary:
- total charge = 0
- energy above the lowest of the compared OMol25 structures with the same formula, charge and spin (eV) = 21.141
- electronic energy (eV) = -62087.09961
- gap between HOMO and LUMO (eV) = 6.476

Mulliken atomic charges, in units of e: C -0.647; H 0.388; O -0.302; C -1.802; C -1.022; N 0.983; C 0.141; N -0.674; C -0.065; C -0.062; C 0.461; C 1.297; S -0.740; C -1.299; H 0.669; H 0.466; C -0.953; H 0.499; H 0.282; C -0.423; H 0.103; H 0.441; C 0.274; O -0.864; S -0.080; C -0.355; C 0.529; N -0.960; N -0.087; C -0.227; C 0.576; C -1.438; C -0.321; C 0.543; C 0.933; C -0.276; H 0.625; O -0.441; C -1.114; H 0.296; H 0.379; H 0.455; O -0.373; C -1.264; H 0.544; H 0.208; H 0.462; H -0.019; H 0.937; O -0.128; H 0.312; H 0.391; H 0.454; H 0.427; H 0.218; H 1.193; H 0.229; H 0.219


[2]
Computed, not measured: a structure of composition C23H25Br2CoI2N3O in a non-equilibrium geometry, with ωB97M-V/def2-TZVPD.

Structure (XYZ):
```
57
Properties=species:S:1:pos:R:3
Co -6.818 -10.368 9.604
I -3.495 -7.987 15.348
C -4.642 -8.560 13.736
C -5.211 -7.545 12.986
C -6.348 -7.735 12.268
I -7.321 -5.971 11.703
C -6.780 -9.041 11.863
O -7.676 -9.259 10.977
C -6.182 -10.150 12.627
C -6.700 -11.541 12.402
N -6.437 -12.030 11.065
C -7.303 -13.132 10.722
C -8.465 -12.694 9.870
C -9.619 -13.440 9.843
C -10.722 -13.093 8.994
C -10.508 -12.015 8.138
C -9.239 -11.357 8.121
N -8.249 -11.743 8.981
C -5.210 -9.851 13.621
H -4.775 -6.528 13.044
H -7.822 -11.534 12.418
H -6.329 -12.244 13.123
H -5.441 -12.235 10.982
H -7.755 -13.581 11.599
H -6.652 -13.870 10.225
H -9.631 -14.311 10.513
H -11.635 -13.699 9.055
H -11.240 -11.696 7.413
H -9.066 -10.486 7.551
H -4.832 -10.773 14.131
Br -8.849 -7.309 5.348
C -9.212 -8.830 4.158
Br -8.295 -10.483 4.650
H -8.817 -8.481 3.217
H -10.312 -8.926 4.195
C -2.559 -9.560 10.848
N -3.391 -10.639 10.215
C -2.625 -11.962 10.260
C -3.352 -10.286 8.746
C -4.265 -9.064 8.416
C -3.589 -7.940 7.824
C -4.289 -6.709 7.601
C -5.660 -6.674 7.845
C -6.285 -7.777 8.381
C -5.636 -8.967 8.728
H -1.509 -9.497 10.521
H -2.553 -9.680 11.955
H -3.008 -8.591 10.648
H -2.060 -12.009 11.155
H -1.917 -12.031 9.432
H -3.377 -12.740 10.235
H -3.701 -11.170 8.183
H -2.307 -10.050 8.426
H -2.556 -7.797 7.585
H -3.733 -5.885 7.212
H -6.263 -5.841 7.471
H -7.388 -7.760 8.516
```

Summary:
- total charge = +1
- <S²> = 6.041
- multiplicity = 5
- electronic energy (eV) = -224678.91036
- gap between HOMO and LUMO (alpha / beta) (eV) = 8.097 / 4.930

Mulliken atomic charges, in units of e: Co -0.658; I 0.254; C -0.471; C -0.204; C -0.373; I 0.192; C 0.820; O -0.716; C 0.335; C -0.915; N 0.229; C -1.156; C 1.033; C -0.730; C -0.410; C -0.749; C -0.459; N 0.026; C -0.340; H 0.396; H 0.427; H 0.554; H -0.056; H 0.490; H 0.401; H 0.382; H 0.420; H 0.418; H 0.748; H 0.339; Br -0.080; C -0.505; Br -0.081; H 0.348; H 0.336; C -1.150; N 0.345; C -1.105; C -0.902; C 1.600; C -0.804; C -0.667; C -0.895; C 0.326; C -0.824; H 0.404; H 0.299; H 0.343; H 0.407; H 0.375; H 0.242; H 0.576; H 0.448; H 0.313; H 0.464; H 0.421; H 0.533


[3]
Computed, not measured: an isolated molecule of C23H25ClN4O4S in a non-equilibrium geometry, with ωB97M-V/def2-TZVPD.

Structure (XYZ):
```
58
Properties=species:S:1:pos:R:3
C 2.074 3.410 -0.505
C 1.321 4.029 0.635
C 1.057 5.389 0.619
C 0.430 6.030 1.673
C 0.067 5.280 2.776
Cl -0.703 6.048 4.124
C 0.299 3.918 2.819
C 0.917 3.273 1.749
N 1.200 1.900 1.786
C 0.486 1.051 0.851
C 1.286 -0.237 0.653
N 1.453 -0.894 1.927
C 0.872 -2.060 2.295
O 0.985 -2.533 3.408
C 0.084 -2.725 1.202
C 0.667 -3.680 0.380
C -0.043 -4.216 -0.679
C -1.351 -3.807 -0.918
N -2.056 -4.219 -2.050
S -2.769 -3.005 -2.973
O -4.013 -2.613 -2.395
O -2.745 -3.490 -4.319
C -1.606 -1.676 -2.812
C -1.696 -0.428 -2.132
C -2.855 0.120 -1.392
N -0.567 0.217 -2.257
O 0.275 -0.551 -3.000
C -0.341 -1.686 -3.341
C 0.357 -2.694 -4.166
C -1.965 -2.915 -0.044
C -1.248 -2.378 1.007
C 2.101 -0.051 2.907
C 1.312 1.252 3.078
H 1.399 3.074 -1.292
H 2.752 4.141 -0.940
H 2.648 2.556 -0.157
H 1.367 5.971 -0.237
H 0.241 7.091 1.645
H -0.014 3.362 3.688
H 0.348 1.554 -0.103
H -0.510 0.790 1.248
H 0.782 -0.892 -0.054
H 2.277 0.014 0.259
H 1.688 -3.984 0.555
H 0.417 -4.946 -1.330
H -1.588 -4.899 -2.631
H -2.991 1.169 -1.643
H -2.673 0.053 -0.321
H -3.747 -0.448 -1.639
H 1.033 -2.199 -4.859
H -0.382 -3.276 -4.712
H 0.946 -3.357 -3.532
H -2.995 -2.647 -0.217
H -1.720 -1.677 1.679
H 2.145 -0.601 3.848
H 3.116 0.177 2.565
H 1.849 1.910 3.763
H 0.326 1.009 3.509
```

Summary:
- total charge = 0
- energy above the lowest of the compared OMol25 structures with the same formula, charge and spin (eV) = 1.916
- SMILES = Cc1ccc(Cl)cc1N1CCN(C(=O)c2ccc(NS(=O)(=O)c3c(C)noc3C)cc2)CC1
- electronic energy (eV) = -61764.21268
- gap between HOMO and LUMO (eV) = 8.655

Mulliken atomic charges, in units of e: C -1.670; C 0.753; C -0.684; C -0.682; C -0.032; Cl -0.231; C -0.402; C 0.214; N 0.512; C -0.663; C -0.535; N 0.146; C 0.223; O -0.672; C -0.509; C -0.250; C -0.871; C -0.061; N -0.245; S 1.153; O -0.655; O -0.708; C 1.155; C 0.510; C -1.548; N -0.389; O -0.212; C -0.060; C -1.339; C -0.570; C 0.436; C -1.346; C -0.729; H 0.301; H 0.511; H 0.289; H 0.431; H 0.422; H 0.545; H 0.724; H -0.025; H 0.172; H 0.069; H 0.490; H 0.433; H 0.385; H 0.505; H 0.190; H 0.364; H 0.443; H 0.322; H 0.259; H 0.759; H 0.583; H 0.501; H 0.300; H 0.598; H 0.391


[4]
Computed, not measured: an isolated molecule of C23H25FN4O3, with ωB97M-V/def2-TZVPD.

Structure (XYZ):
```
56
Properties=species:S:1:pos:R:3
C -1.183 5.446 6.198
O -1.224 4.189 5.569
C -0.364 3.948 4.539
C 0.547 4.864 4.029
C 1.368 4.498 2.974
C 1.295 3.234 2.424
C 0.385 2.309 2.929
C 0.296 0.943 2.305
N -0.098 1.044 0.911
C -1.436 1.542 0.685
C -1.995 1.068 -0.656
C -2.151 -0.452 -0.608
O -1.746 -1.092 0.352
N -2.732 -1.083 -1.650
C -3.270 -0.487 -2.846
C -2.609 -2.541 -1.672
C -1.225 -2.907 -2.094
N -0.880 -3.285 -3.291
C 0.486 -3.415 -3.258
C 1.381 -3.790 -4.255
C 2.722 -3.808 -3.940
C 3.154 -3.451 -2.661
F 4.484 -3.480 -2.419
C 2.306 -3.076 -1.643
C 0.958 -3.074 -1.965
N -0.163 -2.767 -1.245
C -0.982 1.501 -1.720
C 0.326 0.756 -1.497
C 0.739 0.590 -0.042
O 1.808 0.067 0.226
C -0.440 2.673 3.976
H -1.934 5.406 6.986
H -1.434 6.253 5.502
H -0.202 5.642 6.643
H 0.630 5.858 4.441
H 2.076 5.215 2.585
H 1.942 2.951 1.608
H -0.423 0.315 2.839
H 1.275 0.456 2.314
H -1.441 2.640 0.722
H -2.067 1.174 1.500
H -2.968 1.541 -0.821
H -4.208 -0.988 -3.097
H -2.582 -0.612 -3.687
H -3.478 0.568 -2.698
H -2.806 -2.917 -0.664
H -3.328 -2.952 -2.378
H 1.029 -4.053 -5.239
H 3.461 -4.090 -4.672
H 2.674 -2.781 -0.674
H -0.218 -2.427 -0.295
H -0.822 2.577 -1.617
H -1.339 1.316 -2.733
H 0.271 -0.250 -1.921
H 1.152 1.258 -2.005
H -1.155 1.977 4.389
```

Summary:
- total charge = 0
- energy above the lowest of the compared OMol25 structures with the same formula, charge and spin (eV) = 0.000
- SMILES = COc1cccc(CN2C[C@H](C(=O)N(C)Cc3nc4ccc(F)cc4[nH]3)CCC2=O)c1
- electronic energy (eV) = -39078.83255
- gap between HOMO and LUMO (eV) = 8.788

Mulliken atomic charges, in units of e: C -0.870; O -0.414; C 0.591; C -0.407; C -0.922; C -0.472; C 0.714; C -1.526; N 0.426; C -1.496; C -0.041; C 0.506; O -0.717; N 0.089; C -1.015; C -1.151; C 0.649; N -0.875; C 0.574; C -0.627; C -0.497; C 0.323; F -0.332; C -0.971; C 0.446; N 0.116; C -1.045; C -0.133; C 0.567; O -0.712; C -0.581; H 0.244; H 0.347; H 0.360; H 0.402; H 0.376; H 0.506; H 0.475; H 0.478; H 0.312; H 0.541; H 0.634; H 0.322; H 0.311; H 0.380; H 0.351; H 0.499; H 0.432; H 0.440; H 0.454; H 0.203; H 0.472; H 0.466; H -0.163; H 0.576; H 0.385


[5]
Computed, not measured: a structure of composition C23H25FN4O6Pd in a non-equilibrium geometry, with ωB97M-V/def2-TZVPD.

Structure (XYZ):
```
60
Properties=species:S:1:pos:R:3
Pd -1.340 2.624 -0.998
O -1.705 4.040 -3.393
C -1.634 5.265 -3.317
O -2.516 4.385 -0.551
C -2.461 5.549 -0.971
O -2.937 6.530 -0.204
N -2.007 6.039 -2.180
C -2.917 7.787 -0.956
C -2.341 7.473 -2.307
H -2.292 8.497 -0.405
H -3.951 8.151 -1.032
H -1.445 8.059 -2.533
H -3.074 7.638 -3.109
C -1.206 5.992 -4.513
C -0.993 5.263 -5.622
H -1.101 7.084 -4.448
H -1.055 4.172 -5.611
H -0.764 5.764 -6.553
F 0.178 -3.644 -2.393
C 0.440 -2.856 -1.294
C 0.468 -1.497 -1.455
C 0.656 -0.707 -0.304
C 0.512 0.721 -0.398
O -0.007 1.190 -1.482
C 0.785 1.530 0.744
C 0.918 0.901 1.957
N 0.926 -0.461 2.103
C 0.989 -1.041 3.391
C 1.141 -0.205 4.622
C -0.184 -0.823 4.320
C 0.761 -1.281 0.978
C 0.649 -2.670 1.116
C 0.552 -3.494 -0.027
N 0.539 -4.874 0.080
C -0.051 -5.535 1.233
C 1.039 -6.252 2.017
N 1.738 -7.143 1.054
C 2.294 -6.534 -0.175
C 1.165 -5.780 -0.868
C 0.927 3.045 0.696
O 1.706 3.567 1.492
O 0.227 3.692 -0.186
H 0.341 -1.020 -2.426
H 1.096 1.486 2.849
H 1.477 -2.011 3.426
H 1.711 -0.666 5.424
H 1.227 0.878 4.551
H -0.996 -0.165 3.988
H -0.481 -1.680 4.928
H 0.673 -3.123 2.103
H -0.803 -6.269 0.885
H -0.559 -4.793 1.856
H 1.786 -5.563 2.415
H 0.631 -6.862 2.828
H 2.480 -7.653 1.540
H 1.036 -7.812 0.732
H 2.697 -7.327 -0.811
H 3.104 -5.871 0.132
H 0.402 -6.494 -1.220
H 1.548 -5.218 -1.719
```

Summary:
- total charge = +2
- <S²> = 2.006
- multiplicity = 3
- electronic energy (eV) = -48682.50315
- gap between HOMO and LUMO (alpha / beta) (eV) = 8.190 / 6.358

Mulliken atomic charges, in units of e: Pd 0.734; O -0.590; C 0.883; O -0.572; C 0.580; O -0.325; N 0.319; C -0.370; C -0.646; H 0.299; H 0.293; H 0.376; H 0.375; C -0.393; C -0.730; H 0.283; H 0.258; H 0.299; F -0.349; C 0.462; C -1.361; C 0.323; C 1.966; O -1.000; C -0.705; C -0.224; N 0.233; C -0.171; C -0.993; C -0.394; C -0.504; C 0.222; C 0.247; N 0.102; C -0.946; C -0.591; N -0.110; C -0.695; C -0.639; C 0.687; O -0.620; O -0.517; H 0.534; H 0.416; H 0.640; H 0.290; H 0.309; H 0.226; H 0.286; H -0.016; H 0.286; H 0.490; H 0.406; H 0.408; H 0.360; H 0.399; H 0.402; H 0.342; H 0.286; H 0.441


[6]
Computed, not measured: a structure of composition C23H25FeN4O3 in a non-equilibrium geometry, with ωB97M-V/def2-TZVPD.

Structure (XYZ):
```
56
Properties=species:S:1:pos:R:3
O 2.780 -1.691 0.378
C 1.868 -0.980 0.518
Fe 0.590 -0.094 1.279
C 1.667 1.106 2.138
O 2.309 1.669 2.929
C 0.514 -1.155 2.701
O 0.518 -1.944 3.561
C -1.052 -1.120 0.762
C -2.455 -1.047 1.345
C -3.008 0.381 1.611
C -2.012 1.403 1.964
C -0.841 1.644 1.239
C -0.470 1.092 -0.050
C -0.688 -0.252 -0.333
H -0.752 -2.179 0.676
H -3.149 -1.557 0.645
H -2.474 -1.613 2.291
H -3.632 0.682 0.742
H -3.724 0.326 2.451
H -2.337 2.158 2.681
H -0.306 2.564 1.522
H 0.045 1.738 -0.764
H -0.428 -0.701 -1.297
C -9.765 3.659 9.431
C -8.771 4.646 9.300
C -7.713 4.466 8.411
C -7.638 3.284 7.626
C -6.612 3.070 6.636
C -5.679 3.942 6.093
N -4.813 3.148 5.408
C -3.475 3.490 4.940
C -2.508 2.414 5.376
C -1.023 2.691 5.191
C -0.408 1.280 5.186
C -1.563 0.310 4.898
N -2.723 1.159 4.671
N -5.237 1.845 5.475
N -6.332 1.805 6.171
C -8.555 2.244 7.879
C -9.630 2.440 8.743
H -10.632 3.840 10.072
H -8.828 5.563 9.898
H -6.929 5.223 8.306
H -5.579 5.016 6.190
H -3.458 3.596 3.843
H -3.209 4.444 5.404
H -2.656 2.250 6.468
H -0.825 3.211 4.245
H -0.648 3.302 6.016
H 0.404 1.173 4.463
H -0.023 1.051 6.183
H -1.379 -0.304 4.010
H -1.689 -0.377 5.756
H -3.627 0.751 4.940
H -8.406 1.293 7.368
H -10.369 1.652 8.890
```

Summary:
- total charge = -3
- <S²> = 6.114
- multiplicity = 5
- electronic energy (eV) = -70736.22321
- gap between HOMO and LUMO (alpha / beta) (eV) = 1.408 / 6.557

Mulliken atomic charges, in units of e: O -0.508; C -0.226; Fe 1.288; C -0.328; O -0.325; C 0.147; O -0.490; C -0.320; C -0.967; C -0.874; C 0.381; C -0.648; C -0.303; C -0.932; H 0.554; H 0.451; H 0.262; H 0.526; H 0.048; H 0.249; H 0.313; H 0.474; H 0.315; C -0.792; C -0.345; C -1.995; C 1.169; C -0.530; C -1.075; N 2.387; C -1.372; C -0.014; C -1.026; C -0.280; C -0.055; N -0.185; N -0.417; N -0.805; C -1.911; C -0.237; H 1.165; H 1.044; H 0.205; H 0.306; H -0.229; H 0.035; H 0.244; H -0.104; H 1.060; H -0.062; H 0.365; H -0.586; H 0.481; H 0.299; H 0.220; H 0.952